Formula: C13H28N5S5V
Source: the Open Molecules 2025 dataset
Level of theory: ωB97M-V with the def2-TZVPD basis set

```
52
Properties=species:S:1:pos:R:3
V 0.793 0.917 0.158
S 6.855 3.978 -2.631
C 5.519 3.421 -1.893
S 3.908 4.000 -2.215
C 3.031 2.898 -1.181
C 3.775 2.036 -0.482
S 3.074 0.715 0.464
S 5.506 2.144 -0.712
S 1.266 2.809 -1.260
N -1.043 1.978 0.732
C -1.360 2.344 2.156
C -0.128 2.511 3.045
C 0.200 1.296 3.925
C 1.065 0.220 3.302
N 0.458 -0.312 2.034
H -0.914 2.839 0.208
H -1.870 1.543 0.335
H -2.004 1.557 2.550
H -1.954 3.255 2.157
H -0.292 3.377 3.685
H 0.737 2.770 2.425
H -0.739 0.846 4.272
H 0.716 1.629 4.827
H 1.196 -0.592 4.016
H 2.047 0.611 3.050
H -0.513 -0.534 2.238
H 0.894 -1.207 1.832
N 3.578 0.738 -3.277
C 2.332 -0.017 -2.900
C 2.616 -1.485 -2.675
C 1.350 -2.133 -2.100
N 1.072 -1.634 -0.730
C 0.148 -1.865 -3.001
C -0.079 -0.396 -3.344
N -0.581 0.333 -2.151
C 1.211 0.233 -3.883
H 4.281 0.682 -2.528
H 3.381 1.741 -3.382
H 3.994 0.393 -4.143
H 2.043 0.387 -1.951
H 3.451 -1.611 -1.976
H 2.881 -1.991 -3.613
H 1.524 -3.208 -2.079
H 1.806 -1.947 -0.101
H 0.210 -2.063 -0.408
H -0.756 -2.291 -2.552
H 0.302 -2.409 -3.937
H -0.816 -0.343 -4.144
H -1.501 -0.035 -1.925
H -0.717 1.312 -2.385
H 1.069 1.307 -4.041
H 1.440 -0.225 -4.854
```

Its total charge is +1. For the relative energy (zero: lowest compared OMol25 entry of this formula, charge and spin), the calculation gives 0.0 kcal per mole. As for the spin multiplicity: 2. Its HOMO energy (spin up / spin down) is -0.354 / -0.342 hartree.

=====

Formula: C13H28N6O6SSn
Source: the Open Molecules 2025 dataset
Level of theory: ωB97M-V with the def2-TZVPD basis set

```
55
Properties=species:S:1:pos:R:3
O 0.452 -0.507 -4.273
H 0.465 -0.367 -5.232
Sn 0.571 0.257 -1.142
N 1.659 -1.636 -1.963
N -0.444 -1.817 -0.441
N 0.454 2.496 -1.189
N -1.097 1.095 0.258
O 2.798 -1.579 -2.536
O 1.392 3.222 -1.867
O -1.922 0.369 1.047
O -1.483 -1.957 0.346
C -0.031 -2.972 -1.030
C 1.101 -2.862 -1.865
C -0.282 3.201 -0.339
C -1.210 2.423 0.427
C 1.755 -3.932 -2.643
H 1.789 -3.648 -3.703
H 1.211 -4.874 -2.554
H 2.787 -4.083 -2.304
C -0.756 -4.234 -0.751
H -1.726 -4.245 -1.267
H -0.942 -4.348 0.322
H -0.175 -5.093 -1.101
C -0.023 4.649 -0.168
C -2.161 3.035 1.391
H 0.167 5.135 -1.130
H 0.861 4.810 0.468
H -0.872 5.136 0.321
H -2.971 2.338 1.633
H -2.591 3.950 0.964
H -1.653 3.323 2.324
H 1.895 2.458 -2.306
H -1.753 -0.654 0.723
C -1.062 -0.025 -2.938
H -1.231 -1.051 -3.231
H -1.043 0.782 -3.659
H -1.863 0.236 -2.215
O 1.917 0.856 -2.501
H 1.132 0.101 -3.869
H 2.595 0.135 -2.566
S 2.147 0.159 0.767
C 1.063 0.063 2.139
N 0.929 1.128 2.940
C -0.107 1.206 3.972
C -0.255 -0.159 4.608
C -0.504 -1.219 3.558
N 0.395 -1.051 2.421
H 1.372 1.977 2.605
H -1.054 1.535 3.517
H 0.205 1.963 4.697
H -1.085 -0.147 5.317
H 0.656 -0.402 5.161
H -1.540 -1.175 3.196
H -0.341 -2.226 3.957
H 0.408 -1.777 1.705
```

Its total charge is 0. Its HOMO energy (spin up / spin down) is -0.225 / -0.225 hartree.

=====

Formula: C13H29Al2BClCsF9N2O11PS
Source: the Open Molecules 2025 dataset
Level of theory: ωB97M-V with the def2-TZVPD basis set

```
71
Properties=species:S:1:pos:R:3
O -0.232 1.208 3.892
S -1.019 1.315 2.730
O -2.243 0.631 2.936
C -0.202 0.340 1.370
F -1.142 -0.345 0.646
F 0.490 1.104 0.457
F 0.625 -0.596 2.091
C -1.390 3.038 2.274
O -0.465 4.031 2.641
B 0.884 3.835 2.244
O 1.318 4.140 0.989
O 1.811 3.307 3.074
C -2.710 3.457 2.979
C -3.594 4.191 1.965
C -2.726 4.142 0.685
O -1.641 3.270 0.925
H 2.280 4.114 1.011
H 1.582 3.417 4.013
H -3.193 2.754 3.647
H -2.372 4.216 3.682
H -4.589 3.761 1.922
H -3.700 5.218 2.297
H -3.353 3.857 -0.151
H -2.289 5.131 0.562
C -3.509 -2.964 -5.749
O -2.799 -2.287 -4.722
P -1.807 -3.179 -3.758
O -1.221 -4.067 -4.906
O -3.043 -3.954 -3.004
C -3.982 -3.080 -2.374
O -0.669 -3.821 -2.734
C -0.693 -3.282 -1.457
H -4.349 -2.329 -6.023
H -2.876 -3.104 -6.627
H -3.894 -3.927 -5.407
H -4.925 -3.040 -2.924
H -3.467 -2.124 -2.411
H -4.177 -3.409 -1.353
H -1.454 -3.767 -0.835
H -0.879 -2.203 -1.511
H 0.286 -3.454 -1.013
Al -0.749 -5.795 -5.034
N 2.812 0.775 -1.547
C 3.232 -0.276 -2.326
C 4.220 0.186 -3.150
C 4.408 1.565 -2.859
C 3.530 1.896 -1.867
H 2.091 0.735 -0.851
H 2.792 -1.255 -2.226
H 4.752 -0.398 -3.884
H 5.110 2.235 -3.326
H 3.350 2.829 -1.362
F 0.343 -1.775 -3.205
F -0.410 2.011 7.512
Al 1.229 1.855 7.020
F 1.519 2.975 5.766
F 1.514 0.292 6.431
F 2.261 2.178 8.311
Cl -2.069 -0.878 -2.445
Cs 1.379 -1.518 0.189
F -1.937 0.930 8.587
N 2.802 -3.896 -5.468
H 3.213 -4.831 -5.489
H 2.887 -3.463 -6.389
H 1.812 -3.964 -5.213
H 3.288 -3.322 -4.774
C 3.608 -0.961 5.083
O 4.512 -1.888 5.187
H 3.981 0.045 4.760
H 2.738 -1.171 4.434
H 3.110 -0.662 6.061
```

Its total charge is 0. Its HOMO energy is -0.257 hartree.

=====

no.,calculated total energy (eV)
1,-101245.9099
2,-51820.1948
3,-110972.0913